Entry 1:
Below is a structure of composition C24H15N9O6S4W at a distorted geometry, with properties calculated with ωB97M-V with the def2-TZVPD basis set.

Its total energy is -95980.686 eV. The calculation puts the HOMO-LUMO gap (alpha / beta) at 0.198 / 0.196 Eh. The value obtained for the energy relative to the best compared isomer or geometry (same formula, charge and spin) is 0.652 eV. The largest force on an atom is 2.4 eV/Å. As for the multiplicity: 1. Its charge is +2. For the LUMO energy (alpha / beta), the calculation gives -8.63 / -8.68 eV.

Last column: Mulliken charge in e.
Positions of all 59 atoms, in Å:
W  0.167  0.003  -0.251  2.7180
O  1.016  4.053  4.161  -0.4136
C  1.082  3.209  3.328  0.1600
C  1.530  3.376  1.854  0.2952
O  2.323  4.156  1.411  -0.4903
C  0.883  2.230  1.164  1.2420
C  0.400  1.322  2.084  -0.2644
O  -0.106  0.173  1.598  -0.8592
C  0.689  1.723  3.462  0.6000
O  0.748  1.022  4.441  -0.5850
O  0.824  1.925  -0.108  -1.0815
N  1.185  -1.226  -3.561  -0.1034
C  0.233  -0.290  -3.519  0.2040
N  -0.239  0.268  -2.396  0.5614
C  -1.215  1.224  -2.709  -0.2329
C  -1.485  1.348  -4.035  -0.6498
S  -0.513  0.285  -4.973  -0.1165
C  -1.880  1.904  -1.614  -0.4181
C  -2.800  2.902  -1.698  -0.6132
S  -3.445  3.278  -0.150  -0.1443
C  -2.435  2.047  0.551  0.1431
N  -1.642  1.437  -0.323  0.5475
N  -2.482  1.767  1.860  -0.2185
H  1.625  -1.575  -2.714  -0.0456
H  1.497  -1.590  -4.447  0.2698
H  -2.204  1.990  -4.500  0.4743
H  -3.141  3.418  -2.573  0.4840
H  -3.170  2.232  2.432  0.2335
H  -2.120  0.888  2.207  0.2155
S  -1.935  -1.320  -0.264  -0.2663
C  -1.547  -2.613  -1.405  0.5249
C  -2.526  -3.135  -2.237  -0.9152
C  -2.189  -4.118  -3.162  0.5499
C  -3.144  -4.550  -4.120  -0.4020
N  -3.891  -4.864  -4.928  -0.3791
C  -0.879  -4.633  -3.198  0.7018
C  0.088  -4.139  -2.327  -0.9895
C  -0.237  -3.100  -1.468  0.7905
S  1.020  -2.294  -0.491  -0.2725
C  -0.532  -5.602  -4.174  -0.3106
N  -0.243  -6.349  -4.990  -0.3778
H  -3.534  -2.756  -2.174  0.5921
H  1.090  -4.539  -2.339  0.5741
C  4.656  0.812  -1.832  -0.8760
N  4.220  0.409  -0.511  0.1362
C  5.073  0.259  0.534  -0.2577
C  4.624  -0.113  1.759  -1.1235
C  3.225  -0.320  1.944  0.5774
N  2.395  -0.162  0.878  0.1411
C  2.901  0.164  -0.318  0.3891
O  2.084  0.200  -1.287  -0.8826
N  2.721  -0.672  3.107  -0.2119
H  5.721  1.027  -1.817  0.4001
H  4.106  1.702  -2.139  0.3023
H  4.450  0.020  -2.553  0.2872
H  6.119  0.439  0.335  0.4486
H  5.305  -0.251  2.582  0.4878
H  3.316  -0.763  3.919  0.2510
H  1.727  -0.809  3.255  0.1984

Force components x, y, z for each atom (eV/Å):
-0.270 -2.099 -1.195
0.100 -0.144 -0.053
0.094 0.188 0.102
0.252 0.345 -0.169
-0.292 -0.112 0.041
-0.474 -0.643 0.880
0.684 1.710 -0.140
-0.456 0.312 0.779
-0.136 -0.458 0.176
-0.262 0.198 -0.082
0.240 -0.037 0.456
0.086 0.107 -0.120
0.357 -0.424 0.155
-0.331 0.506 0.270
-0.364 0.032 -0.934
0.258 -0.101 0.940
0.196 -0.082 0.431
-0.673 0.633 -0.155
0.632 -0.620 0.140
0.410 -0.480 0.143
0.078 -0.111 -0.036
0.094 -0.188 -0.580
-0.148 -0.078 0.370
-0.173 0.250 -0.239
-0.070 0.000 0.048
-0.163 0.149 -0.113
-0.042 0.108 -0.166
0.038 -0.079 -0.004
-0.136 0.184 -0.116
1.196 0.192 -0.799
0.238 0.158 0.537
0.046 -0.140 -0.005
0.348 0.327 0.453
-0.058 -0.051 0.021
-0.377 -0.138 -0.332
-0.096 0.514 0.508
-0.131 -0.044 0.064
0.046 0.284 0.565
-1.168 0.534 -0.538
0.055 -0.043 0.021
0.185 -0.404 -0.395
-0.139 0.002 -0.134
0.098 -0.066 -0.118
0.083 0.240 -0.814
-0.555 -0.062 0.072
-0.119 -0.196 0.690
0.020 0.104 -0.228
-0.240 -0.044 -0.410
0.414 -0.034 -0.858
0.651 -0.272 0.555
-0.282 0.079 0.125
-0.097 -0.128 0.151
-0.039 -0.022 0.051
0.110 -0.026 0.043
0.092 0.026 0.076
0.001 0.027 -0.042
0.093 0.030 0.039
-0.066 0.017 -0.086
0.164 0.071 -0.038

***

Entry 2:
Below is the molecule C4H7NO2, with properties calculated with ωB97M-V with the def2-TZVPD basis set.

Its total energy is -9845.896 eV. The calculation puts the HOMO-LUMO gap at 0.381 Eh. The value obtained for the energy relative to the best compared isomer or geometry (same formula, charge and spin) is 1.384 eV. The largest force on an atom is 0.7 eV/Å. As for the multiplicity: 1. Its charge is 0. For the LUMO energy, the calculation gives 0.85 eV. The structure (SMILES) is O=C1CNC[C@@H]1O.

Last column: Mulliken charge in e.
Positions of all 14 atoms, in Å:
O  0.509  -2.219  -0.123  -0.5932
C  0.047  -1.124  0.095  0.4342
C  -1.325  -0.617  -0.295  -0.4289
N  -1.266  0.833  -0.108  -0.4330
C  0.152  1.241  0.015  -0.6795
C  0.865  0.044  0.638  0.2328
O  2.208  -0.045  0.249  -0.5330
H  -1.454  -0.885  -1.355  0.2473
H  -2.155  -1.074  0.258  0.3001
H  -1.630  1.198  -0.976  0.2791
H  0.239  2.144  0.626  0.3123
H  0.625  1.428  -0.959  0.3098
H  0.770  0.066  1.737  0.2185
H  2.416  -0.991  0.197  0.3337

Force components x, y, z for each atom (eV/Å):
-0.163 0.436 0.219
0.115 -0.425 -0.072
0.024 -0.302 -0.167
-0.014 -0.068 -0.261
0.179 0.101 -0.026
-0.245 0.066 -0.017
0.073 -0.198 0.089
-0.006 -0.125 0.184
0.317 -0.026 0.024
-0.148 0.618 0.238
-0.042 -0.135 -0.140
-0.025 -0.007 0.114
-0.079 -0.051 -0.162
0.015 0.116 -0.022

***

Entry 3:
Below is a structure of composition C22H67AsF6N3O15 at a distorted geometry, with properties calculated with ωB97M-V with the def2-TZVPD basis set.

Its total energy is -136228.450 eV. The calculation puts the HOMO-LUMO gap at 0.340 Eh. The value obtained for the energy relative to the best compared isomer or geometry (same formula, charge and spin) is 0.000 eV. The largest force on an atom is 2.5 eV/Å. As for the multiplicity: 1. Its charge is -1. For the LUMO energy, the calculation gives 2.32 eV.

Last column: Mulliken charge in e.
Positions of all 114 atoms, in Å:
As  25.764  30.739  -6.197  2.4437
F  24.771  31.907  -7.101  -0.6572
F  25.351  29.476  -7.301  -0.4814
F  26.628  29.573  -5.135  -0.4045
F  26.272  32.088  -5.183  -0.8587
F  24.397  30.568  -5.114  -0.2175
F  27.107  31.041  -7.252  -0.5111
C  27.864  34.650  -1.159  -1.8208
C  27.564  33.338  -1.895  2.2057
C  27.307  32.156  -0.961  -0.0807
O  28.580  31.786  -0.405  -0.5060
C  29.290  30.835  -1.225  -0.4670
N  26.517  33.542  -2.932  -0.6185
H  28.861  34.603  -0.715  0.3399
H  27.083  34.808  -0.410  0.4138
H  27.890  35.576  -1.736  0.3653
H  28.439  33.074  -2.496  -0.8727
H  26.875  31.398  -1.620  -0.2546
H  26.566  32.487  -0.233  0.5023
H  28.568  30.048  -1.447  0.1487
H  30.001  30.482  -0.476  0.3342
H  29.808  31.280  -2.075  0.1764
H  25.672  33.036  -2.647  0.2913
H  26.733  32.864  -3.679  0.2357
C  23.129  25.602  -1.874  -1.1158
C  24.298  24.782  -2.356  0.3795
C  24.644  24.940  -3.847  -0.8835
O  24.742  26.315  -4.141  0.2959
C  25.114  26.543  -5.492  -0.9221
N  25.473  25.357  -1.619  -0.8106
H  22.281  25.274  -2.492  0.3212
H  23.217  26.659  -2.134  0.0287
H  22.850  25.479  -0.832  0.3963
H  24.067  23.734  -2.158  0.3367
H  23.829  24.494  -4.439  0.3641
H  25.519  24.350  -4.137  0.3293
H  24.290  26.202  -6.128  0.3386
H  26.010  26.036  -5.864  0.4090
H  25.244  27.613  -5.619  0.0279
H  26.271  24.926  -2.074  0.2983
H  25.510  26.357  -1.773  0.3509
C  30.794  36.199  -3.940  -1.7181
C  30.764  34.655  -3.929  0.7343
C  29.755  34.050  -4.890  -0.5435
O  29.927  34.398  -6.258  -0.5086
C  29.029  33.670  -7.060  -0.5247
N  32.125  34.116  -4.141  -0.7260
H  29.816  36.659  -4.080  0.3697
H  31.532  36.584  -4.652  0.3903
H  31.245  36.594  -3.023  0.4088
H  30.427  34.501  -2.901  0.1043
H  28.743  34.135  -4.486  0.4329
H  29.996  32.978  -4.875  0.2636
H  28.024  34.067  -6.886  0.3274
H  28.991  32.589  -6.897  0.0709
H  29.290  33.771  -8.113  0.3707
H  32.793  34.744  -3.701  0.2746
H  32.289  34.302  -5.131  0.3161
C  21.251  28.890  -5.471  -0.1239
C  20.435  27.646  -5.186  -0.6194
O  21.043  26.630  -4.400  -0.4709
O  21.686  29.521  -4.274  -0.5218
H  20.547  29.576  -5.955  0.4661
H  22.150  28.612  -6.035  0.1144
H  20.319  27.275  -6.213  0.3201
H  19.431  27.769  -4.773  0.3026
H  21.747  27.025  -3.871  0.2330
H  21.965  30.393  -4.575  0.1177
C  24.135  30.938  -10.295  -0.4394
C  23.656  29.525  -9.725  0.3415
O  22.527  29.002  -10.392  -0.6063
O  25.378  31.297  -9.735  -0.4245
H  23.347  31.694  -10.241  0.3441
H  24.240  30.713  -11.359  0.3059
H  23.406  29.752  -8.689  -0.0663
H  24.460  28.801  -9.840  -0.0653
H  21.764  29.373  -9.939  0.3719
H  25.252  31.700  -8.863  0.2770
C  21.544  33.946  -6.759  -0.5532
C  22.003  33.859  -5.290  -0.2495
O  21.304  32.785  -4.701  -0.5138
O  21.558  32.753  -7.526  -0.5413
H  22.123  34.723  -7.274  0.2904
H  20.573  34.445  -6.715  0.4063
H  21.731  34.867  -4.958  0.3627
H  23.068  33.713  -5.088  0.1906
H  21.327  32.792  -3.739  0.2934
H  22.323  32.261  -7.201  0.2515
C  27.835  28.440  -10.474  -0.1766
C  28.809  29.122  -9.550  0.3440
O  30.164  29.086  -9.993  -0.5740
O  27.986  27.025  -10.575  -0.5705
H  27.997  28.873  -11.468  0.3574
H  26.842  28.750  -10.145  -0.1875
H  28.740  28.669  -8.555  -0.0784
H  28.493  30.164  -9.498  0.1791
H  30.340  28.172  -10.240  0.3153
H  28.565  26.865  -11.323  0.3495
C  29.958  28.400  -4.573  0.0255
C  31.398  28.911  -4.699  -0.5648
O  31.610  29.981  -5.580  -0.5229
O  29.396  28.210  -5.858  -0.5623
H  29.398  29.045  -3.886  -0.0717
H  29.879  27.433  -4.061  0.3788
H  32.011  28.028  -4.943  0.2478
H  31.910  29.221  -3.781  0.3627
H  30.915  29.958  -6.253  0.3442
H  28.437  28.171  -5.776  0.2311
O  25.687  28.757  -2.549  -0.6872
H  24.992  28.388  -3.110  0.1254
H  26.470  28.762  -3.110  0.3208
O  23.943  31.349  -2.259  -0.7403
H  24.035  31.392  -3.218  0.1518
H  24.688  30.802  -1.975  0.3162

Force components x, y, z for each atom (eV/Å):
0.447 0.804 0.619
0.154 -0.452 0.107
-0.487 -0.111 0.782
-0.177 0.764 -1.021
0.008 -0.932 -0.779
0.034 -0.462 -0.550
0.020 -0.014 0.577
0.069 -0.173 0.331
0.060 1.025 -1.338
1.002 1.186 -1.164
-1.086 -0.158 -0.183
-0.561 0.491 1.938
-0.309 -1.484 0.053
-0.211 -0.187 0.497
0.229 0.024 0.280
-0.238 -0.405 -0.655
0.254 0.001 0.291
0.092 -0.540 0.411
0.284 -0.453 0.557
0.358 -0.211 -0.548
0.364 -0.425 -0.573
-0.226 -0.057 -0.188
-0.285 0.747 0.567
0.354 0.972 0.240
-1.542 -0.175 -1.707
1.553 1.951 0.426
-1.974 -0.416 0.063
0.973 -0.365 -0.333
-0.858 0.241 -0.290
-0.230 -1.923 0.144
-0.274 0.042 0.343
0.365 0.048 0.345
0.385 -0.082 0.079
0.627 -0.075 0.273
-0.129 0.158 -0.167
0.418 0.317 0.284
-0.007 0.115 -0.181
0.206 -0.177 0.578
-0.014 -0.004 -0.027
0.426 0.432 0.356
0.005 0.024 -0.194
0.765 0.414 -0.183
0.230 1.824 0.197
0.937 -1.682 0.199
0.267 0.449 0.561
-0.600 0.074 -0.393
-0.471 0.219 -0.418
0.032 0.026 -0.081
-0.535 -0.118 -0.642
-0.414 -0.289 0.364
-0.042 -1.017 -0.119
-0.212 0.548 -0.427
-0.280 -0.214 0.354
-0.158 -0.184 -0.201
0.269 0.040 0.534
0.119 0.414 0.072
-0.077 -0.107 0.300
0.119 -0.409 -0.061
-0.459 -0.029 1.313
0.116 -0.596 -0.649
0.532 0.142 -0.139
-0.119 -0.001 -0.016
0.403 -0.115 -0.651
-0.324 0.114 -0.460
-0.292 -0.468 0.153
0.052 0.744 -0.031
-0.069 0.078 -0.021
0.191 0.181 0.454
-0.308 -2.182 -0.390
0.169 2.041 0.108
-0.352 0.160 -0.127
-0.173 0.249 -0.461
0.029 0.076 0.473
0.486 0.440 -0.118
0.250 -0.670 0.277
0.097 0.136 0.282
-0.145 -0.086 -0.228
-0.125 -0.172 -0.207
0.709 0.694 0.163
-0.011 0.075 -0.751
-0.675 -0.286 0.184
-0.093 0.218 0.632
0.514 -0.096 0.139
-0.544 -0.921 -0.246
-0.056 -0.175 0.711
0.166 0.119 -0.561
0.253 0.222 -0.024
0.004 -0.096 -0.218
0.337 0.743 -0.656
-0.037 -0.239 0.382
-0.195 -0.110 -0.301
-0.045 0.093 0.317
-0.204 0.072 -0.035
-0.158 -0.545 0.010
-0.034 0.138 0.077
0.190 0.042 0.150
0.151 0.021 0.159
-0.055 -0.134 -0.022
-0.138 -0.023 1.101
0.941 -1.147 0.222
-0.645 0.078 -0.358
0.095 0.508 -0.165
-0.362 0.519 -0.657
0.791 -0.075 0.150
-0.035 0.091 -0.732
-0.910 0.033 0.456
0.127 -0.105 -0.036
0.010 0.223 -0.023
-0.005 -0.016 0.315
0.080 0.011 -0.024
-0.139 0.093 -0.128
0.073 0.341 0.126
0.057 -0.226 -0.049
-0.145 -0.230 -0.172

***

The lowest largest force on an atom belongs to which entry? C4H7NO2

***

Among the records above, which one has the lowest charge? C22H67AsF6N3O15